Density functional theory data (ωB97M-V/def2-TZVPD) for a single C6H13O4P molecule.

The structure (SMILES) is CCC(=C(O)O)P(OC)OC. For the total energy, the calculation gives -878.67154 Ha. The calculation puts the LUMO energy at 0.8 eV. Its energy above the lowest of the compared OMol25 structures with the same formula, charge and spin is 84.4 kcal per mole.

Geometry as ORCA input:
```
! RIJCOSX wB97M-V def2-TZVPD def2/J DEFGRID3
* xyz 0 1
C 1.4284 2.0360 2.0524
C 0.1342 1.2346 1.7871
C -0.2360 0.8436 0.4317
C -0.3091 1.7900 -0.5001
O -0.0800 3.1233 -0.2918
O -0.4193 1.5489 -1.8599
P -0.2969 -0.9965 0.0005
O 1.0742 -1.2159 -0.9190
C 1.4369 -2.3928 -1.6394
O -1.3920 -0.9661 -1.2551
C -2.7082 -1.2695 -0.8876
H 1.1918 3.0844 2.1004
H 2.0394 1.9419 1.1696
H 1.7018 1.7905 3.0512
H -0.8085 1.7670 2.2391
H 0.1892 0.2736 2.3522
H -0.1966 3.6026 -1.1854
H -0.7008 0.5888 -2.0383
H 1.8303 -2.2113 -2.6565
H 0.4890 -3.1558 -1.8646
H 2.2283 -3.0930 -1.0772
H -2.8991 -1.4169 0.1294
H -3.1093 -2.1762 -1.5080
H -3.3726 -0.3426 -1.2364
*
```

Density functional theory data (ωB97M-V/def2-TZVPD) for a single C6H13P molecule.

The structure (SMILES) is [H]/P=C/[C@@H](C)CCC. For the total energy, the calculation gives -577.63317 Ha. The calculation puts the LUMO energy at 0.4 eV. Its energy above the lowest of the compared OMol25 structures with the same formula, charge and spin is 64.4 kcal per mole.

Geometry as ORCA input:
```
! RIJCOSX wB97M-V def2-TZVPD def2/J DEFGRID3
* xyz 0 1
H -1.0415 -1.8453 -3.9222
P -0.3147 -0.8735 -3.0950
C -1.3797 -0.4238 -1.8795
C -0.8405 0.8172 -0.5844
C -2.0840 1.5708 -0.2282
C -0.0478 0.2650 0.5649
C 1.2817 -0.3328 0.1382
C 1.8888 -1.2552 1.3850
H -2.4378 -0.7841 -1.6409
H -0.2761 1.4589 -1.2412
H -2.6836 0.9471 0.5069
H -2.5851 1.5916 -1.1135
H -1.8910 2.5892 0.0899
H -0.0130 0.9725 1.2953
H -0.5551 -0.7102 0.8952
H 1.1562 -1.0352 -0.7496
H 2.0311 0.3795 -0.2751
H 2.5110 -2.1438 0.8836
H 1.0507 -1.6281 1.9090
H 2.6537 -0.6638 2.0020
*
```

Density functional theory data (ωB97M-V/def2-TZVPD) for 2 unconnected molecules or ions with the total composition C6H13P.

For the total energy, the calculation gives -577.53555 Ha. The calculation puts the LUMO energy (spin up / spin down) at 0.0 / 0.4 eV. Its energy above the lowest of the compared OMol25 structures with the same formula, charge and spin is 125.6 kcal per mole.

Geometry as ORCA input:
```
! RIJCOSX wB97M-V def2-TZVPD def2/J DEFGRID3
* xyz 0 1
C -1.3802 0.0539 0.0097
C -2.2452 -1.0338 0.4099
C -2.4139 0.3949 0.9870
C 0.4382 1.9461 -0.8392
C 3.0239 -0.6685 1.4623
C 0.6107 -0.8604 -1.5477
P 0.3342 0.2058 -0.1957
H -3.1193 -1.3480 -0.1891
H -1.7705 -1.8441 0.8195
H -2.2197 0.4884 2.1110
H -3.2192 1.1729 0.6798
H -0.2398 2.5492 -0.1906
H 1.4998 2.2169 -0.6467
H 0.0449 2.0307 -1.8556
H 2.3349 -1.4640 1.3443
H 3.7900 -0.3914 0.7139
H 2.6759 -0.0979 2.2612
H 1.6758 -1.1232 -1.6960
H 0.1402 -1.6375 -1.1240
H 0.0393 -0.5898 -2.5140
*
```

Density functional theory data (ωB97M-V/def2-TZVPD) for 2 unconnected molecules or ions with the total composition C6H14.

The structure (SMILES) is C=CC.CCC. For the total energy, the calculation gives -236.93585 Ha. The calculation puts the LUMO energy at 1.0 eV. Its energy above the lowest of the compared OMol25 structures with the same formula, charge and spin is 47.4 kcal per mole.

Geometry as ORCA input:
```
! RIJCOSX wB97M-V def2-TZVPD def2/J DEFGRID3
* xyz 0 1
C -3.6490 2.8870 1.0431
C -2.5988 2.1615 0.6863
C -1.5126 2.0168 1.7861
H -4.3985 3.1627 0.3162
H -3.7198 3.2878 2.0515
H -2.4779 1.5473 -0.1990
H -1.1952 3.0219 2.0921
H -2.0198 1.4119 2.5333
H -0.5450 1.6426 1.4289
C 2.4940 -0.9938 -0.3625
C 2.1233 -2.4169 -0.6744
C 1.4253 -2.4759 -2.0404
H 3.5643 -0.7957 -0.6254
H 2.6210 -0.8279 0.7211
H 2.0100 -0.1893 -0.9322
H 1.4507 -2.7827 0.1124
H 2.8798 -3.2070 -0.6818
H 1.9603 -1.8995 -2.7838
H 1.1782 -3.4760 -2.4081
H 0.4099 -2.0745 -2.0634
*
```

Density functional theory data (ωB97M-V/def2-TZVPD) for a single C6H14 molecule.

The structure (SMILES) is CCCCCC. For the total energy, the calculation gives -236.97681 Ha. The calculation puts the LUMO energy at 1.2 eV. Its energy above the lowest of the compared OMol25 structures with the same formula, charge and spin is 21.7 kcal per mole.

Geometry as ORCA input:
```
! RIJCOSX wB97M-V def2-TZVPD def2/J DEFGRID3
* xyz 0 1
C -2.4478 -0.1475 -1.0710
C -1.9235 0.4244 0.2415
C -0.5172 -0.0329 0.5544
C 0.6084 0.7731 -0.1683
C 2.0337 0.1616 -0.2269
C 2.3346 -0.8296 0.9090
H -2.4123 -1.2379 -1.1216
H -3.4870 0.1151 -1.2834
H -1.8875 0.2103 -1.9400
H -2.1307 1.5009 0.3152
H -2.6268 0.1207 1.0307
H -0.1809 -0.2415 1.5678
H -0.4580 -1.0110 0.0579
H 0.5820 1.8125 0.1524
H 0.3452 0.7873 -1.2362
H 2.1521 -0.1956 -1.2437
H 2.6721 1.0131 0.0485
H 2.3369 -0.2960 1.8549
H 3.3385 -1.2445 0.7639
H 1.6683 -1.6827 0.7949
*
```

Density functional theory data (ωB97M-V/def2-TZVPD) for 2 unconnected molecules or ions with the total composition C6H14.

The structure (SMILES) is C=C(C)C(C)C.[H][H]. For the total energy, the calculation gives -236.95369 Ha. The calculation puts the LUMO energy at 1.2 eV. Its energy above the lowest of the compared OMol25 structures with the same formula, charge and spin is 36.2 kcal per mole.

Geometry as ORCA input:
```
! RIJCOSX wB97M-V def2-TZVPD def2/J DEFGRID3
* xyz 0 1
C -1.6516 1.1003 -0.2348
C -0.6653 0.2048 -0.2655
C -0.9204 -1.2297 -0.6556
C 0.7656 0.6178 0.0332
C 1.4504 -0.2719 1.0774
C 1.5847 0.6632 -1.2623
H -1.4694 2.1398 0.0301
H -2.6777 0.8298 -0.4751
H -0.4591 -1.4650 -1.6234
H -1.9929 -1.4293 -0.7378
H -0.5039 -1.9315 0.0767
H 0.7253 1.6368 0.4410
H 1.5818 -1.2972 0.7114
H 0.8783 -0.3155 2.0117
H 2.4472 0.1195 1.3114
H 1.0923 1.2991 -2.0057
H 2.5888 1.0610 -1.0771
H 1.6974 -0.3387 -1.6940
H -2.6017 -0.7468 2.2009
H -1.8699 -0.6464 2.1374
*
```

Density functional theory data (ωB97M-V/def2-TZVPD) for a molecular structure, C6H14AlN2O10P2.

For the total energy, the calculation gives -2023.81246 Ha. The calculation puts the LUMO energy at 5.5 eV. Its energy above the lowest of the compared OMol25 structures with the same formula, charge and spin is 107.9 kcal per mole.

Geometry as ORCA input:
```
! RIJCOSX wB97M-V def2-TZVPD def2/J DEFGRID3
* xyz -3 1
Al 0.3105 -2.5285 -1.1690
P 2.8133 -4.9388 -0.2091
O 1.3064 -5.0927 -0.2539
O 3.2252 -5.0336 1.2922
O 2.9218 -3.3947 -0.2910
O 3.6207 -5.8268 -1.1680
P 0.4725 -2.5370 2.4744
O 1.4944 -1.7580 1.5817
O -0.4120 -3.4376 1.4636
O -0.2355 -1.7117 3.5605
O 1.5121 -3.5789 3.0002
C 1.3673 1.4829 -0.7648
O 1.4670 0.2301 -0.9952
N 1.6127 2.3317 -1.7981
C 1.8029 3.8146 -1.5373
C 1.9475 1.8475 -3.1759
H 1.1540 2.0531 0.1526
H 1.7785 4.0689 -0.4777
H 1.0862 4.4513 -2.0561
H 2.7723 4.2128 -1.8367
H 3.0204 1.6580 -3.1442
H 1.2504 1.0374 -3.3906
H 1.9063 2.5611 -3.9988
C -2.2426 -0.3979 1.1610
O -1.5414 -0.7617 0.2145
N -3.0819 0.6316 1.0148
C -3.8045 1.0360 2.1937
C -3.3255 1.4973 -0.1809
H -2.2121 -0.8551 2.1622
H -3.3500 0.6092 3.0878
H -4.8597 0.7693 2.2524
H -3.8372 2.1255 2.1995
H -4.2909 1.8545 -0.5395
H -2.7982 2.3153 0.3100
H -2.8510 1.2650 -1.1343
*
```

Density functional theory data (ωB97M-V/def2-TZVPD) for a molecular structure, C6H14BrF3LiO5S.

For the total energy, the calculation gives -3892.66769 Ha. The calculation puts the LUMO energy at 1.9 eV. Its energy above the lowest of the compared OMol25 structures with the same formula, charge and spin is 67.7 kcal per mole.

Geometry as ORCA input:
```
! RIJCOSX wB97M-V def2-TZVPD def2/J DEFGRID3
* xyz -1 1
Li 1.8162 -0.1650 1.4171
Br 4.5365 -1.2663 2.5382
C -0.4348 2.4166 -3.0320
F -0.5402 3.4004 -3.9223
F -1.1313 2.8450 -1.9955
F -0.9636 1.3016 -3.5320
S 1.4247 2.1772 -2.6410
O 1.4751 1.6894 -1.2312
O 1.8916 1.2546 -3.6631
O 2.0116 3.5023 -2.7451
C -1.2505 -2.9300 -1.5366
C -0.1176 -3.3052 -0.5844
C 1.2021 -3.3281 -1.3591
O -0.0899 -2.2537 0.3623
H -2.1826 -2.7064 -1.0176
H -1.4578 -3.7321 -2.2449
H -1.0952 -2.0520 -2.1636
H -0.4101 -4.2426 -0.1113
H 1.3580 -2.4534 -1.9906
H 1.3601 -4.2332 -1.9455
H 2.0535 -3.3382 -0.6786
H -0.7063 -2.4521 1.0711
C -1.5962 2.1599 4.1188
C -0.8643 2.0516 2.8115
O 0.5208 1.9142 3.0439
H -1.7200 1.2201 4.6569
H -2.6075 2.4754 3.8625
H -1.1979 2.9412 4.7661
H -0.9309 3.0119 2.3002
H -1.2066 1.3554 2.0459
H 0.8532 2.7415 3.3998
*
```

Density functional theory data (ωB97M-V/def2-TZVPD) for a molecular structure, C6H14ClO10Zr.

For the total energy, the calculation gives -1496.48676 Ha. The calculation puts the LUMO energy at -5.4 eV. Its energy above the lowest of the compared OMol25 structures with the same formula, charge and spin is 21.8 kcal per mole.

Geometry as ORCA input:
```
! RIJCOSX wB97M-V def2-TZVPD def2/J DEFGRID3
* xyz 1 1
Zr -13.9398 3.0904 -20.6987
C -16.0026 -0.7735 -24.3869
C -15.3639 0.1846 -23.6398
C -15.1139 0.0652 -22.1629
O -14.4930 1.0385 -21.5730
C -15.4850 -1.0533 -21.4507
C -16.3176 -2.0578 -22.1237
C -16.5243 -1.8967 -23.6898
O -17.2359 -2.7331 -24.2242
O -16.8283 -2.9849 -21.5475
O -14.8369 1.1806 -24.2728
H -16.0487 -0.6687 -25.4573
H -15.4008 -1.1230 -20.3735
Cl -12.0297 3.1438 -18.8302
O -14.8606 1.9745 -18.9244
H -14.5654 1.1835 -18.4484
H -15.6641 2.2550 -18.4695
O -12.8855 5.0670 -21.2462
H -11.9313 5.0750 -21.4181
H -13.1548 5.9951 -21.2802
O -14.4290 3.4860 -22.9142
H -13.9997 4.0735 -23.5499
H -15.1444 3.0459 -23.4188
O -12.0844 2.5426 -21.7986
H -11.9024 2.3518 -22.7335
H -11.2552 2.3533 -21.3273
O -14.6583 4.7156 -19.3162
H -14.2244 5.5494 -19.0844
H -15.5180 4.7525 -18.8765
O -16.1730 3.3628 -20.9191
H -16.6844 2.6627 -21.3645
H -16.8311 4.0111 -20.6335
*
```

Density functional theory data (ωB97M-V/def2-TZVPD) for a molecular structure, C6H14FIrO3.

For the total energy, the calculation gives -666.37655 Ha. The calculation puts the LUMO energy (spin up / spin down) at -2.5 / -6.4 eV.

Geometry as ORCA input:
```
! RIJCOSX wB97M-V def2-TZVPD def2/J DEFGRID3
* xyz 1 6
F 3.4744 -0.9772 -0.8532
C 0.5550 -0.4186 2.6753
O 0.6011 -0.7083 1.2832
C 1.8151 -1.3210 0.8529
C 2.0562 -1.0240 -0.6017
O -0.7470 -1.3267 -1.5822
C -0.8784 -0.1907 -2.3638
C -1.6575 0.9099 -1.6492
O -1.1963 0.9257 -0.2985
C -1.6206 2.0309 0.4738
Ir -1.1295 -1.0368 0.2658
H -0.4386 -0.0075 2.8885
H 0.7082 -1.3336 3.2668
H 1.3263 0.3236 2.9237
H 1.7506 -2.4121 0.9938
H 2.6491 -0.9377 1.4583
H 1.6896 -1.8648 -1.2042
H 1.7064 -0.0148 -0.8519
H -1.3891 -0.3850 -3.3275
H 0.1185 0.2255 -2.6223
H -2.7439 0.7077 -1.6545
H -1.4840 1.8956 -2.1111
H -1.2150 1.8991 1.4832
H -1.2308 2.9621 0.0398
H -2.7199 2.0789 0.5153
*
```

Density functional theory data (ωB97M-V/def2-TZVPD) for a molecular structure, C6H14FNO3STb.

For the total energy, the calculation gives -1838.45152 Ha. The calculation puts the LUMO energy (spin up / spin down) at -16.7 / -12.5 eV. Its energy above the lowest of the compared OMol25 structures with the same formula, charge and spin is 91.5 kcal per mole.

Geometry as ORCA input:
```
! RIJCOSX wB97M-V def2-TZVPD def2/J DEFGRID3
* xyz 3 7
C 0.1349 2.1039 -0.5801
C -1.1231 1.2958 -0.1295
C -1.8522 0.4449 -1.3728
C -0.9120 0.3586 1.1510
C -0.3010 1.1755 2.4064
C -0.1529 -1.0155 0.8710
O 1.2904 -0.8806 0.5904
N 1.5636 -0.7811 -0.7461
S 1.6279 -2.3422 -1.5503
O 0.8160 -2.1962 -2.7772
O 1.1528 -3.5149 -0.7047
F 3.1849 -2.5071 -2.0668
H 0.0025 3.2205 -0.5652
H 0.3511 1.8157 -1.6719
H 1.0799 1.8185 -0.0199
H -1.9063 2.0713 0.1739
H -1.1368 -0.2363 -1.9060
H -2.7188 -0.0949 -0.8813
H -2.3191 1.2073 -2.0710
H -1.9566 0.0573 1.4803
H -1.1461 1.4611 3.1060
H 0.1929 2.1371 2.1117
H 0.3857 0.5181 3.0207
H -0.6906 -1.6467 0.0942
H -0.2326 -1.6254 1.8553
H 2.5043 -0.3434 -0.8343
Tb 2.1609 -2.5015 1.0162
*
```

Density functional theory data (ωB97M-V/def2-TZVPD) for 2 unconnected molecules or ions with the total composition C6H14IN2S.

For the total energy, the calculation gives -1042.11039 Ha. The calculation puts the LUMO energy at -4.1 eV. Its energy above the lowest of the compared OMol25 structures with the same formula, charge and spin is 0.0 kcal per mole.

Geometry as ORCA input:
```
! RIJCOSX wB97M-V def2-TZVPD def2/J DEFGRID3
* xyz 1 1
C -0.1784 -0.0687 1.4143
C -0.6256 1.3142 -0.5291
C -1.7168 -0.0559 1.7169
C -2.1085 0.9478 -0.3831
C 1.9057 -3.1200 -1.6097
C 0.7241 -0.6838 -0.7662
N 0.1105 0.1432 0.0327
N -2.4203 0.9156 1.0258
S 1.1977 -2.2543 -0.1613
I 4.2341 2.9495 0.6209
H 0.2591 0.8130 2.0938
H 0.2961 -1.0671 1.6753
H -0.2639 1.5789 -1.5713
H -0.5105 2.1096 0.1213
H -2.0454 -1.0423 1.5091
H -1.8437 0.2012 2.7959
H -2.7533 1.7330 -0.8683
H -2.3129 0.0753 -0.8905
H 2.9176 -3.2175 -1.4443
H 1.6379 -2.5005 -2.4299
H 1.3902 -4.1493 -1.7652
H 0.9142 -0.5096 -1.7875
H -2.2620 1.8606 1.4196
H 3.4540 4.0269 -0.2192
*
```